C43H81BrN8O5PS | the ωB97M-V functional and the def2-TZVPD basis

- LUMO (eV) = -3.103
- total charge = +1
- E_tot (eV) = -158215.251
- orbital gap (Ha) = 0.3029

Geometry (Å):
C  0.09067  -4.73039  4.63728
C  -0.58009  -4.53996  3.27527
O  -0.61800  -3.19763  2.81969
C  0.60937  -2.79685  2.26030
C  0.40167  -1.42664  1.63389
O  1.10122  -1.26054  0.38937
N  0.24731  -1.37632  -0.68974
C  -0.58059  -0.35772  -0.90452
N  -0.58028  0.76884  -0.13855
N  -1.42830  -0.44659  -1.93193
C  -1.77992  -1.80007  -2.41737
C  -2.90295  -2.24832  -1.41787
P  -2.73028  -1.63841  -4.02356
O  -2.18276  -0.65879  -4.97691
C  -0.55213  -2.77877  -2.45567
Br  -0.10571  -3.21255  -4.37401
C  -0.93360  -4.17309  -1.94052
C  -0.97185  -4.35619  -0.41999
C  -1.71843  -5.68397  0.03682
O  -0.18143  -5.26481  0.11257
C  0.76295  -2.12565  -1.87206
C  1.57629  -1.24131  -2.83014
C  0.96139  -0.11158  -3.68661
C  1.17507  1.26973  -3.02877
S  0.01787  2.55435  -3.50837
C  1.71458  -3.25648  -1.41131
C  3.23262  -3.03163  -1.40807
C  3.86068  -2.01244  -0.45538
C  3.96768  -2.48702  0.99462
C  4.45802  -1.42559  1.97567
C  3.75104  -0.06478  1.92761
C  3.44280  0.50294  3.30412
O  2.78119  1.75085  3.19882
C  1.39810  1.74942  3.45684
H  1.08367  -5.16189  4.53998
H  0.18384  -3.80217  5.19702
H  -0.49724  -5.43243  5.22203
H  -1.59147  -4.93193  3.32908
H  -0.06206  -5.17955  2.55797
H  1.00768  -3.52619  1.55152
H  1.35659  -2.70992  3.05740
H  0.77262  -0.64842  2.29573
H  -0.67044  -1.26201  1.54398
H  -1.30365  0.94839  0.53494
H  0.18145  1.42939  -0.15078
H  -2.23867  0.14429  -1.78487
H  -3.70445  -1.51664  -1.50438
H  -2.56755  -2.19927  -0.38689
H  -3.35228  -3.20248  -1.67004
H  -2.94935  -2.94749  -4.47470
H  -3.99266  -1.20854  -3.57071
H  -0.24296  -4.94593  -2.25532
H  -1.90304  -4.46783  -2.32087
H  -1.14650  -3.48610  0.21430
H  -2.26233  -5.06502  0.81390
H  -1.58893  -6.50417  0.74489
H  2.12058  -1.89807  -3.49245
H  2.31035  -0.73264  -2.20656
H  1.55295  -0.06932  -4.59924
H  -0.05716  -0.25655  -4.02544
H  2.13148  1.65148  -3.37600
H  1.27737  1.17530  -1.94828
H  -1.13620  2.21330  -2.92279
H  1.44633  -3.58559  -0.41182
H  1.55757  -4.12433  -2.04369
H  3.65509  -3.99820  -1.12437
H  3.64113  -2.85724  -2.39980
H  3.38849  -1.03227  -0.47089
H  4.87971  -1.84705  -0.80967
H  3.02857  -2.95094  1.29515
H  4.70524  -3.29155  1.00436
H  5.53278  -1.30227  1.86802
H  4.30649  -1.83311  2.97898
H  2.84150  -0.05927  1.32716
H  4.41590  0.65477  1.45142
H  4.39335  0.71139  3.79730
H  2.90767  -0.20150  3.94658
H  0.81193  1.89618  2.54436
H  1.06105  0.84271  3.96296
H  1.16626  2.58591  4.11550
C  -1.26488  6.22304  -7.59180
C  -1.64322  4.76351  -7.81586
C  -0.81882  3.79552  -6.95798
C  0.60806  3.89748  -7.25693
N  1.73085  3.97550  -7.49117
H  -0.22843  6.41279  -7.87321
H  -1.89313  6.87783  -8.19475
H  -1.39085  6.50585  -6.54494
H  -1.51506  4.51322  -8.87024
H  -2.69890  4.62113  -7.57951
H  -1.13190  2.76625  -7.13621
H  -0.95802  4.00745  -5.89799
C  -0.87918  5.01270  4.45321
C  0.33190  5.76634  3.91694
C  0.13131  6.29268  2.48952
C  -0.10384  5.19164  1.55833
N  -0.25241  4.31413  0.83127
H  -1.09505  4.12452  3.85482
H  -0.69862  4.68281  5.47552
H  -1.76724  5.64936  4.45103
H  1.20703  5.11425  3.93948
H  0.54838  6.61201  4.57017
H  1.01377  6.83721  2.15313
H  -0.71998  6.97339  2.44430
C  -3.71825  6.02836  7.86361
C  -4.19132  4.59309  7.66458
C  -3.35090  3.57414  8.44443
C  -1.95221  3.60914  8.01943
N  -0.85675  3.66410  7.67522
H  -2.69980  6.16611  7.49740
H  -4.35950  6.72072  7.31909
H  -3.74121  6.30757  8.91801
H  -4.16522  4.34562  6.60139
H  -5.22939  4.50404  7.98767
H  -3.73042  2.56419  8.28795
H  -3.39012  3.78425  9.51412
C  3.48845  1.80249  -9.41805
C  4.54426  2.87299  -9.65314
C  4.83286  3.10753  -11.14046
C  5.33304  1.89145  -11.78193
N  5.73311  0.93673  -12.28151
H  3.81145  0.83141  -9.79802
H  3.29227  1.69369  -8.35234
H  2.54857  2.06630  -9.90580
H  5.46901  2.59070  -9.14621
H  4.20856  3.81059  -9.20822
H  5.57992  3.89132  -11.26675
H  3.92617  3.42207  -11.65939
C  -5.40489  -6.12730  7.28163
C  -4.24896  -5.13430  7.25739
C  -3.73817  -4.84885  5.83915
C  -3.24386  -6.06710  5.19869
N  -2.85227  -7.02585  4.69885
H  -5.10229  -7.10005  6.89244
H  -5.75652  -6.27781  8.30133
H  -6.24549  -5.76780  6.68538
H  -3.42833  -5.51566  7.86707
H  -4.56831  -4.19213  7.70532
H  -2.92250  -4.12397  5.86601
H  -4.53763  -4.43564  5.22201

***

C3H4O3 | the ωB97M-V functional and the def2-TZVPD basis

- LUMO (eV) = -0.032
- ΔE to the lowest compared entry with this formula, charge and spin (kcal per mole) = 84.3
- E_tot (eV) = -9315.045
- orbital gap (Ha) = 0.3450

Geometry (Å):
O  2.14399  0.49086  0.21473
C  0.98891  -0.26291  0.39353
C  -0.20183  0.47200  -0.18754
O  -0.06175  1.52620  -0.79062
C  -1.54624  0.04011  0.18599
O  -2.07131  -0.85672  -0.59775
H  1.86754  1.26164  -0.31371
H  1.04442  -1.23985  -0.11613
H  0.80150  -0.46640  1.45858
H  -2.96523  -0.96493  -0.24707

***

BrClO3P | the ωB97M-V functional and the def2-TZVPD basis

- LUMO (eV) = 3.279
- total charge = -1
- ΔE to the lowest compared entry with this formula, charge and spin (kcal per mole) = 50.9
- E_tot (eV) = -97997.988
- orbital gap (Ha) = 0.2944

Geometry (Å):
O  -1.52127  -1.49130  -1.31911
O  -0.83304  0.92087  0.51484
O  1.59648  0.75543  -0.34719
P  0.48902  0.28562  0.49334
Cl  1.13804  0.11243  2.41328
Br  -0.17760  -1.89122  -0.37820

***

C55H65BN5O7 | the ωB97M-V functional and the def2-TZVPD basis

- LUMO (eV) = 0.508
- total charge = -1
- E_tot (eV) = -80552.452
- orbital gap (Ha) = 0.1838

Geometry (Å):
C  1.09019  -3.50225  6.04942
C  0.37171  -2.52755  5.51257
C  0.20834  -2.04036  4.06780
C  -0.81418  -3.04000  3.42135
C  -0.49855  -4.41757  2.78522
N  0.70610  -5.09562  3.24653
N  -0.35748  -4.31747  1.34287
N  -1.67651  -5.24832  3.09300
O  -0.52400  -0.85497  4.11987
B  0.39142  0.31753  4.19018
C  -0.24080  1.57954  3.35554
C  0.67530  2.19286  2.28969
C  1.12041  3.59706  2.57909
N  1.61460  4.29516  1.42860
O  1.05964  4.14759  3.63201
O  1.62714  -0.20589  3.50273
C  1.56474  -1.60809  3.34533
C  1.62388  -1.85546  1.82771
C  0.55436  -1.15575  0.99126
C  0.71235  -1.48794  -0.51566
C  0.77334  -0.27657  -1.47688
C  1.95463  -0.39806  -2.46610
C  2.40302  0.92758  -3.11958
C  3.60930  1.61807  -2.44848
C  3.40234  1.94911  -0.97069
C  4.65389  2.18779  -0.12854
C  5.58417  0.98390  -0.02080
C  6.51580  1.03980  1.19017
C  5.77812  1.10689  2.53875
C  5.53749  2.51551  3.11143
C  2.82603  -2.15073  4.01236
C  3.58935  -3.19261  3.45076
C  4.73961  -3.62672  4.09206
C  5.10855  -3.02645  5.28733
C  4.28624  -2.00486  5.77412
N  3.19997  -1.58666  5.15634
H  1.84615  -4.05537  5.50923
H  0.98848  -3.73782  7.10340
H  -0.28802  -1.95908  6.16491
H  -1.42258  -2.47198  2.71799
H  -1.48338  -3.26626  4.25499
H  1.49669  -4.46877  3.28370
H  0.55507  -5.45832  4.17673
H  -0.17566  -5.24581  0.97605
H  -1.24492  -4.00540  0.96067
H  -1.74234  -5.42885  4.08854
H  -1.57753  -6.13843  2.61595
H  0.63597  0.62354  5.38549
H  -0.51351  2.37207  4.05792
H  -1.17252  1.24037  2.88495
H  1.58590  1.59705  2.13411
H  0.16848  2.24524  1.31985
H  1.55242  5.28760  1.63452
H  2.59834  4.07920  1.30401
H  1.65021  -2.90872  1.55172
H  2.59280  -1.43075  1.52700
H  -0.44310  -1.42469  1.32467
H  0.66529  -0.08042  1.12890
H  1.64717  -2.04855  -0.62999
H  -0.07349  -2.18102  -0.82707
H  -0.15168  -0.20589  -2.05670
H  0.89573  0.64171  -0.90985
H  1.70654  -1.11995  -3.24766
H  2.81355  -0.80955  -1.92214
H  2.66385  0.73445  -4.16436
H  1.56585  1.63415  -3.13186
H  4.50537  1.00705  -2.60686
H  3.79426  2.56506  -2.96953
H  2.84488  1.16534  -0.46561
H  2.79229  2.85505  -0.94161
H  4.30236  2.43833  0.87830
H  5.21060  3.05502  -0.50430
H  6.18835  0.91196  -0.93331
H  4.98084  0.07008  0.03985
H  7.13542  0.13742  1.17702
H  7.20488  1.88678  1.08726
H  6.34830  0.52732  3.26516
H  4.81125  0.61384  2.42284
H  4.47413  2.73696  3.21073
H  5.98212  2.61989  4.10317
H  5.99244  3.28248  2.47605
H  3.28478  -3.64555  2.51782
H  5.34538  -4.41870  3.66649
H  5.99897  -3.31784  5.82944
H  4.52779  -1.51296  6.70925
C  -3.76356  3.24947  0.78214
C  -2.49057  3.74560  1.03844
C  -1.70310  4.21376  -0.00206
C  -2.18747  4.18231  -1.30555
C  -3.46175  3.66536  -1.56305
C  -4.24862  3.21019  -0.51295
C  -3.99373  3.56306  -2.94838
O  -5.10032  3.11715  -3.17433
C  -3.11005  4.01811  -4.06208
C  -3.55848  3.89060  -5.37130
C  -2.76025  4.31481  -6.41896
C  -1.51244  4.87390  -6.16346
C  -1.06057  5.00076  -4.86138
C  -1.85439  4.56872  -3.80632
C  -1.33024  4.69551  -2.41048
O  -0.24994  5.20035  -2.19957
H  -4.37072  2.87957  1.59784
H  -2.10295  3.74396  2.04960
H  -0.70514  4.58735  0.18969
H  -5.23415  2.82023  -0.72879
H  -4.53213  3.45567  -5.54945
H  -3.10832  4.21005  -7.43825
H  -0.89070  5.20753  -6.98396
H  -0.09173  5.42785  -4.64283
C  -6.33568  -4.49942  -6.57164
C  -4.98339  -4.82076  -6.51994
C  -4.13525  -4.12443  -5.67664
C  -4.63448  -3.09779  -4.88447
C  -5.98802  -2.76684  -4.94548
C  -6.83690  -3.47523  -5.78740
C  -6.54865  -1.64813  -4.12899
O  -7.72856  -1.37137  -4.18242
C  -5.60636  -0.89050  -3.26022
C  -6.08871  0.18584  -2.52572
C  -5.23481  0.90145  -1.70318
C  -3.89666  0.53893  -1.60289
C  -3.40825  -0.52958  -2.33789
C  -4.25647  -1.24453  -3.17281
C  -3.69984  -2.37207  -3.97111
O  -2.53475  -2.69458  -3.89198
H  -6.99801  -5.04951  -7.22725
H  -4.59231  -5.61768  -7.13881
H  -3.08243  -4.36313  -5.61783
H  -7.88434  -3.20906  -5.81582
H  -7.13283  0.45206  -2.61166
H  -5.60970  1.74573  -1.14012
H  -3.23036  1.09497  -0.95469
H  -2.36659  -0.81201  -2.27079